Entry 1:
Entry from the Open Molecules 2025 dataset: a molecular structure, C30H57CdO3PSb (ωB97M-V/def2-TZVPD).

Computed properties:
Largest force on an atom (eV/Å): 0.30
Highest occupied orbital energy (eV): -10.1751
E_tot (eV): -58564.052
LUMO (eV): -1.82
Frontier orbital gap (eV): 8.36
Total charge: +1

Each line ends with the Mulliken charge.
Positions of all 93 atoms, in Å:
Cd1 0.04409 0.46055 0.56163  4.804
C1 -0.05337 8.22262 2.41395  -0.935
O1 -0.03026 7.12121 1.51356  -0.438
C2 -0.06112 5.87600 2.01786  0.792
C3 -0.11091 5.59667 3.40221  -1.006
C4 -0.12664 4.29244 3.79940  -1.736
C5 -0.10036 3.19118 2.90608  1.028
C6 -0.11525 1.86239 3.44886  0.197
C7 -0.14762 1.61330 4.93953  -1.862
O2 -0.11594 0.80917 2.76887  -1.088
C8 -0.08140 3.48907 1.48818  -0.676
O3 -0.07508 2.61375 0.53794  -0.218
C9 -0.05048 4.84490 1.10639  -0.248
H1 -0.02683 9.11316 1.79427  0.264
H2 0.81816 8.21457 3.07044  0.365
H3 -0.96552 8.22746 3.01244  0.365
H4 -0.13378 6.38419 4.13856  0.441
H5 -0.17036 4.10610 4.86203  0.305
H6 0.34848 2.35827 5.55169  0.475
H7 0.30469 0.64046 5.12045  0.380
H8 -1.19397 1.55253 5.24982  0.344
H9 -0.02871 5.07154 0.04851  0.541
C10 4.55637 -1.85114 -1.61321  -1.442
C11 3.07882 -1.58707 -1.33152  1.703
C12 2.37196 -1.18298 -2.62422  -2.005
C13 2.42540 -2.84776 -0.76811  -1.894
Sb1 2.70703 0.01915 0.11742  -0.204
C14 3.58520 -0.56546 2.04235  1.677
C15 2.58337 -1.54172 2.66307  -1.361
C16 4.95232 -1.22240 1.89365  -1.764
C17 3.68748 0.66587 2.93970  -1.685
C18 3.51327 1.89361 -0.68630  1.766
C19 3.52207 2.94618 0.42011  -1.676
C20 4.90812 1.72564 -1.27644  -1.678
C21 2.51689 2.33173 -1.76256  -1.549
H10 4.63548 -2.65863 -2.34868  0.500
H11 5.09803 -2.16536 -0.72465  0.236
H12 5.06053 -0.98179 -2.02781  0.238
H13 2.40938 -2.01987 -3.32899  0.542
H14 2.85282 -0.32973 -3.10313  0.309
H15 1.31936 -0.93594 -2.45584  0.370
H16 2.47769 -3.64312 -1.51871  0.532
H17 1.37064 -2.68888 -0.52522  0.356
H18 2.93492 -3.20838 0.12610  0.304
H19 2.41032 -2.41992 2.03932  0.159
H20 1.62461 -1.05622 2.86196  0.071
H21 2.98338 -1.89375 3.61971  0.542
H22 4.88919 -2.17743 1.37304  0.327
H23 5.36223 -1.42134 2.88896  0.493
H24 5.66283 -0.58400 1.36487  0.280
H25 2.76249 1.24810 2.95757  0.258
H26 4.50513 1.31805 2.64310  0.313
H27 3.88810 0.33371 3.96346  0.537
H28 4.31558 2.77435 1.14301  0.292
H29 2.56421 3.00442 0.94376  0.230
H30 3.70041 3.92505 -0.03679  0.563
H31 5.61843 1.31916 -0.55347  0.282
H32 5.28015 2.70569 -1.59131  0.480
H33 4.90179 1.08384 -2.15686  0.324
H34 1.53751 2.54552 -1.32795  0.069
H35 2.40296 1.59320 -2.55716  0.180
H36 2.88575 3.25415 -2.22319  0.529
C22 -4.87532 0.08686 -0.19614  -1.732
C23 -3.55216 0.10967 0.57041  0.846
C24 -3.26560 1.51451 1.11595  -1.303
P1 -2.07678 -0.54057 -0.33383  -0.618
C25 -2.06459 -2.37880 -0.15047  0.702
C26 -3.42834 -3.06410 -0.24733  -1.609
C27 -1.38404 -2.74218 1.17294  -1.345
C28 -2.10969 -0.14996 -2.13819  1.254
C29 -3.15676 -0.86678 -2.98787  -1.550
C30 -2.13559 1.36779 -2.34178  -1.419
H37 -5.68081 0.37815 0.47978  0.490
H38 -5.11858 -0.89217 -0.60316  0.309
H39 -4.86286 0.80880 -1.01303  0.315
H40 -3.62688 -0.57649 1.42247  0.433
H41 -3.09419 2.23128 0.31207  0.248
H42 -2.39097 1.53083 1.76562  -0.070
H43 -4.12545 1.85866 1.69329  0.598
H44 -1.43231 -2.71916 -0.97942  0.446
H45 -4.07422 -2.76679 0.58108  0.305
H46 -3.29258 -4.14478 -0.18248  0.472
H47 -3.94402 -2.84851 -1.18015  0.336
H48 -1.91994 -2.31399 2.02402  0.327
H49 -0.35118 -2.38962 1.21469  0.058
H50 -1.37204 -3.82588 1.29994  0.538
H51 -1.12349 -0.51230 -2.45427  -0.227
H52 -4.17112 -0.58400 -2.71246  0.259
H53 -3.06712 -1.95012 -2.91778  0.371
H54 -3.01079 -0.59304 -4.03439  0.469
H55 -3.11637 1.77905 -2.10132  0.215
H56 -1.93333 1.59801 -3.38857  0.461
H57 -1.39370 1.88565 -1.72846  0.127



Entry 2:
Entry from the Open Molecules 2025 dataset: 3 unconnected molecules or ions with the total composition C30H57ClIN3O9P (ωB97M-V/def2-TZVPD).

Computed properties:
Largest force on an atom (eV/Å): 1.25
Highest occupied orbital energy (spin up / spin down) (eV): -5.3910 / -5.3910
⟨S²⟩: 2.01
E_tot (eV): -84842.209
LUMO (spin up / spin down) (eV): 1.92 / 1.76
2S+1: 3
Frontier orbital gap (spin up / spin down) (eV): 7.32 / 7.15
Total charge: -1

Each line ends with the Löwdin spin population.
Positions of all 102 atoms, in Å:
C1 -3.92416 2.27033 0.44604  0.000
C2 -3.69609 2.01498 -1.05227  0.000
O1 -2.34368 2.08122 -1.44304  0.000
C3 -1.60267 0.95181 -0.99091  0.000
C4 -0.22247 1.11640 -1.59823  0.000
O2 0.63715 -0.01892 -1.45430  0.000
N1 0.18245 -0.91340 -0.45831  0.000
C5 -0.09055 -2.18631 -1.09821  0.000
C6 1.07113 -2.84941 -1.84759  0.000
O3 0.60901 -3.69054 -2.89988  0.000
C7 0.02236 -4.88462 -2.42682  0.000
C8 1.04707 -5.89437 -1.88901  0.000
C9 1.04393 -0.86410 0.73097  0.000
C10 2.53284 -0.80545 0.35661  0.000
C11 3.60289 -0.94221 1.41362  0.000
O4 4.37399 -1.85447 1.47859  0.000
I1 3.93059 0.67796 2.81660  0.000
C12 0.56251 0.42826 1.49349  0.000
O5 -0.43434 0.17885 2.22388  0.000
O6 1.15140 1.48749 1.27189  0.000
P1 0.41907 -2.12485 1.95942  0.000
O7 1.27909 -1.59918 3.25799  0.000
Cl1 1.66414 -3.76965 1.54109  0.000
H1 -4.35757 1.40071 0.94047  0.000
H2 -4.63243 3.08924 0.58706  0.000
H3 -3.00154 2.52432 0.96642  0.000
H4 -4.10213 1.02926 -1.31189  0.000
H5 -4.21721 2.77545 -1.63261  0.000
H6 -2.09218 0.03834 -1.35174  0.000
H7 -1.54693 0.94246 0.09755  0.000
H8 -0.30458 1.34361 -2.66256  0.000
H9 0.26055 1.96658 -1.11076  0.000
H10 -0.84975 -2.00000 -1.86485  0.000
H11 -0.56234 -2.84328 -0.36461  0.000
H12 1.71441 -3.42839 -1.17923  0.000
H13 1.67825 -2.07928 -2.31851  0.000
H14 -0.73466 -4.68316 -1.66135  0.000
H15 -0.51008 -5.31018 -3.27778  0.000
H16 0.96752 -6.01303 -0.80790  0.000
H17 0.87474 -6.88124 -2.32020  0.000
H18 2.06223 -5.57760 -2.12312  0.000
H19 2.68522 0.15619 -0.13719  0.000
H20 2.77698 -1.59955 -0.34979  0.000
H21 0.65304 -1.10562 3.80288  0.000
C13 -11.35364 3.49219 0.57902  0.003
C14 -9.86258 3.13870 0.68080  0.026
C15 -9.17538 4.00186 1.74225  0.015
C16 -8.98047 5.45348 1.31101  0.001
C17 -8.24360 5.52581 -0.02425  0.015
C18 -8.90625 4.70078 -1.13057  0.026
N2 -9.16348 3.30601 -0.63695  0.371
O8 -8.10419 2.58799 -0.69769  0.532
C19 -10.19925 5.37889 -1.60894  0.003
C20 -7.98208 4.61581 -2.34065  -0.001
C21 -9.78832 1.66831 1.07798  -0.001
H22 -11.80336 3.01742 -0.29405  0.001
H23 -11.86364 3.11902 1.46748  0.000
H24 -11.55176 4.55864 0.53119  0.000
H25 -8.19746 3.56652 1.96911  0.002
H26 -9.76498 3.95125 2.66109  0.002
H27 -9.94314 5.96885 1.24843  0.000
H28 -8.40259 5.98174 2.07141  0.001
H29 -8.16950 6.56142 -0.36540  0.002
H30 -7.22007 5.16569 0.11726  0.002
H31 -10.78775 4.69755 -2.22476  0.002
H32 -9.93734 6.24403 -2.21840  0.000
H33 -10.82783 5.74581 -0.80283  0.000
H34 -7.00483 4.21971 -2.07883  -0.001
H35 -7.84884 5.61894 -2.74807  0.000
H36 -8.41264 3.98048 -3.11562  0.000
H37 -10.21587 1.03351 0.30087  0.000
H38 -10.36017 1.52613 1.99611  0.000
H39 -8.76596 1.34696 1.25626  -0.001
C22 10.75606 -3.49252 1.99048  0.003
C23 10.68105 -2.28081 1.04966  0.026
C24 9.89651 -1.14151 1.70674  0.016
C25 8.39355 -1.40572 1.77808  0.001
C26 7.83146 -1.74089 0.39839  0.016
C27 8.56627 -2.89165 -0.29129  0.026
N3 10.04530 -2.63700 -0.26049  0.382
O9 10.41598 -1.84623 -1.19875  0.520
C28 8.20760 -4.22845 0.37735  0.003
C29 8.12300 -3.00317 -1.74531  -0.001
C30 12.11852 -1.84703 0.78424  -0.001
H40 11.14425 -4.36610 1.46455  0.002
H41 11.43748 -3.25886 2.80926  0.000
H42 9.80542 -3.75649 2.44184  0.000
H43 10.06814 -0.22184 1.13826  0.002
H44 10.30406 -0.97337 2.70731  0.002
H45 8.17824 -2.21152 2.48441  0.000
H46 7.88366 -0.52317 2.16664  0.001
H47 6.77299 -1.99727 0.48064  0.002
H48 7.89131 -0.84872 -0.23333  0.002
H49 8.88642 -5.01904 0.05254  0.001
H50 7.19604 -4.50618 0.08304  0.000
H51 8.21103 -4.19167 1.46220  0.000
H52 8.25950 -2.06942 -2.28446  0.000
H53 7.06334 -3.25875 -1.76364  0.000
H54 8.67987 -3.78487 -2.26455  0.000
H55 12.67045 -2.62741 0.25820  0.000
H56 12.60754 -1.66080 1.74168  0.000
H57 12.16471 -0.93768 0.19117  -0.001



> total charge of number 2 (C30H57ClIN3O9P)?

-1



> The highest total charge belongs to which entry?

C30H57CdO3PSb